(1)
ORCA calculation (wB97M-V/def2-TZVPD) on a cluster of 5 separate species, C25H56N5O12PS2 in total.

XYZ file:
```
101
Properties=species:S:1:pos:R:3:forces:R:3
C -0.175 4.391 -0.944 -0.22 0.02 0.07
C -0.974 3.256 -1.541 0.49 0.12 0.39
O -0.079 2.410 -2.295 -0.32 0.33 -0.53
P -0.709 1.100 -2.936 0.03 -0.57 0.49
O -1.143 0.099 -1.946 -0.09 0.09 -0.17
C 0.552 0.546 -4.107 0.06 0.66 0.02
C 1.990 0.995 -3.756 0.18 -0.36 -0.40
C 3.050 -0.102 -3.542 0.02 0.32 0.47
C 2.580 -1.307 -2.725 1.08 -0.88 -1.19
S 1.964 -2.659 -3.846 -0.25 -0.01 0.38
O 1.528 -0.947 -1.861 -0.64 -0.16 0.36
S 2.042 -0.494 -0.424 0.08 0.58 0.00
O 2.043 0.927 -0.346 0.00 -0.14 0.11
O 1.368 -1.245 0.578 0.18 -0.16 -0.16
O 3.533 -0.970 -0.626 -0.08 0.00 -0.08
C 3.654 -1.912 -1.769 -0.31 0.15 0.69
C 3.233 -3.300 -1.219 0.25 -0.09 0.23
N 3.774 -3.639 0.089 -0.35 -0.06 -0.14
C 5.116 -1.809 -2.158 -0.01 -0.07 -0.19
C 5.623 -2.713 -3.283 0.15 -0.11 0.08
C 5.875 -4.178 -2.898 0.15 -0.13 -0.14
O 6.199 -4.277 -1.521 0.14 0.28 0.00
O -1.906 1.650 -3.844 0.12 -0.19 0.13
C -3.093 0.828 -3.929 -0.47 0.23 -0.34
C -4.099 1.124 -2.828 -0.10 -0.25 -0.14
H 0.301 4.997 -1.711 0.07 -0.03 -0.08
H -0.863 5.031 -0.391 0.02 0.07 0.04
H 0.577 4.026 -0.249 0.11 -0.07 -0.03
H -1.755 3.645 -2.191 -0.09 -0.12 -0.13
H -1.412 2.657 -0.744 -0.18 -0.06 -0.03
H 0.436 -0.529 -4.204 0.00 -0.10 0.08
H 0.262 0.984 -5.063 0.01 -0.03 -0.05
H 2.003 1.645 -2.888 -0.15 -0.02 0.11
H 2.351 1.599 -4.588 0.07 0.13 0.05
H 3.857 0.369 -2.979 0.00 0.09 -0.01
H 3.504 -0.438 -4.470 -0.07 -0.08 -0.12
H 2.488 -2.214 -4.990 0.03 0.23 0.03
H 2.148 -3.335 -1.140 -0.11 -0.03 -0.06
H 3.531 -4.078 -1.912 -0.07 0.10 -0.28
H 3.193 -3.244 0.814 0.12 0.25 0.09
H 4.723 -3.314 0.195 0.13 -0.05 0.10
H 5.347 -0.777 -2.413 -0.07 0.07 0.01
H 5.692 -2.022 -1.260 0.04 -0.04 0.06
H 6.575 -2.296 -3.612 0.03 0.10 0.04
H 4.971 -2.684 -4.155 -0.10 0.00 -0.06
H 5.031 -4.819 -3.157 -0.17 0.07 0.11
H 6.721 -4.545 -3.484 0.00 -0.02 -0.08
H 5.820 -5.068 -1.142 -0.11 -0.28 0.09
H -2.830 -0.227 -3.952 0.16 -0.05 0.13
H -3.529 1.059 -4.900 0.11 0.15 -0.05
H -4.076 0.345 -2.071 0.09 0.12 0.20
H -5.100 1.155 -3.252 -0.13 -0.05 0.02
H -3.912 2.092 -2.370 0.12 0.05 0.04
C -0.179 1.191 2.529 -0.29 0.11 0.08
N -0.688 1.369 3.879 0.12 -0.03 -0.02
C -0.134 0.953 5.043 -0.03 0.02 0.01
C 1.177 0.207 4.957 -0.01 -0.02 0.07
O -0.680 1.176 6.114 0.07 -0.04 0.03
H -0.019 2.161 2.056 0.08 -0.02 -0.05
H -0.895 0.627 1.931 0.09 -0.04 -0.09
H 0.760 0.651 2.538 0.01 -0.02 -0.02
H -1.561 1.858 3.999 -0.01 0.01 -0.01
H 1.485 -0.056 5.964 -0.04 0.02 0.03
H 1.065 -0.705 4.369 0.05 0.03 -0.06
H 1.948 0.828 4.500 0.01 -0.05 -0.06
C -8.783 4.357 -5.346 0.00 -0.06 0.26
N -8.332 3.251 -4.523 0.00 0.03 -0.09
C -7.729 2.099 -4.915 -0.01 -0.01 0.03
C -7.480 1.913 -6.394 0.02 -0.04 0.02
O -7.406 1.256 -4.095 0.03 -0.01 -0.04
H -8.274 5.278 -5.057 0.00 0.03 -0.07
H -9.858 4.506 -5.227 -0.01 0.02 -0.07
H -8.576 4.162 -6.392 0.01 -0.01 -0.02
H -8.469 3.313 -3.526 -0.01 0.00 0.02
H -6.997 0.952 -6.539 0.00 -0.02 0.05
H -8.417 1.925 -6.951 0.02 0.05 -0.04
H -6.829 2.699 -6.780 -0.05 0.02 -0.05
C 3.020 -4.283 3.943 -0.08 -0.10 -0.26
N 3.520 -5.291 3.029 -0.01 -0.03 0.09
C 4.575 -6.132 3.196 0.00 0.02 -0.02
C 5.345 -6.027 4.494 0.03 -0.04 -0.02
O 4.881 -6.933 2.329 0.02 0.00 0.00
H 1.983 -4.492 4.211 0.01 0.03 0.07
H 3.058 -3.295 3.479 0.02 0.04 0.08
H 3.613 -4.261 4.850 0.01 0.00 0.02
H 3.054 -5.403 2.141 0.06 0.05 -0.06
H 6.148 -6.756 4.471 -0.01 -0.02 -0.04
H 5.774 -5.031 4.612 -0.03 0.01 0.06
H 4.699 -6.237 5.347 0.01 0.06 0.03
C -3.320 3.235 9.627 -0.10 0.24 0.01
N -3.839 4.198 8.675 0.02 -0.09 0.02
C -3.967 4.061 7.326 -0.01 0.03 -0.06
C -3.527 2.749 6.726 -0.04 0.10 -0.01
O -4.417 4.973 6.651 0.01 -0.02 0.00
H -4.080 2.986 10.370 0.03 -0.07 0.01
H -2.451 3.643 10.146 0.03 -0.07 0.01
H -3.019 2.325 9.119 0.02 -0.01 -0.01
H -4.149 5.092 9.020 0.00 0.02 0.01
H -3.687 2.795 5.653 -0.04 0.05 -0.01
H -2.470 2.561 6.914 0.00 -0.12 0.00
H -4.111 1.922 7.133 0.06 -0.04 0.02
```
Positions in Å, forces in eV/Å.

Its largest force on an atom is 0.0356 Eh/bohr. As for the LUMO energy: 0.3 eV. Its multiplicity is 1. Its highest occupied orbital energy is -9.109 eV. Its net charge is 0. As for the HOMO-LUMO gap: 9.37 eV.



(2)
ORCA calculation (wB97M-V/def2-TZVPD) on a cluster of 3 separate species, C25H38ClN3O9 in total.

XYZ file:
```
76
Properties=species:S:1:pos:R:3:forces:R:3
C -1.047 4.943 -1.250 -0.54 0.13 -0.19
C -1.269 3.734 -2.165 0.69 0.28 0.59
C -0.291 2.594 -1.868 -0.36 0.52 -0.48
O -0.915 1.529 -1.090 0.16 0.66 0.20
C -0.125 1.211 -0.024 -0.41 0.08 -0.82
C -0.266 1.781 1.238 -1.09 0.90 -0.42
O -1.283 2.689 1.397 -0.05 -0.87 0.09
C -2.568 2.006 1.543 -0.50 1.29 0.37
C -3.537 2.310 0.413 0.17 -1.22 -0.30
C 0.569 1.444 2.278 0.04 0.04 1.23
C 0.465 2.057 3.660 0.60 0.54 -0.42
Cl -1.195 2.282 4.291 0.12 -0.22 0.17
C 1.238 3.391 3.762 -1.13 -0.22 1.08
C 1.228 3.851 5.238 0.37 -0.32 -0.37
C 1.588 0.505 2.086 0.50 0.22 1.10
C 2.541 0.046 3.171 0.18 -0.18 0.04
C 3.832 0.870 3.255 1.01 -0.81 -0.56
O 4.834 0.485 2.688 -0.84 0.60 0.60
C 1.698 -0.047 0.854 1.04 -0.94 -1.15
C 0.854 0.295 -0.185 0.96 -0.68 -0.87
C 1.257 -0.539 -1.389 -1.08 0.66 0.58
O 1.169 -0.263 -2.557 -0.03 -0.63 0.75
N 1.859 -1.703 -0.797 1.25 -0.69 -0.50
C 0.930 -2.612 -0.070 -0.38 -1.32 -0.53
C 0.793 -4.033 -0.662 -0.80 0.92 0.62
C -0.187 -4.785 0.275 0.06 0.15 -0.16
C -1.645 -4.740 -0.251 0.54 -0.32 0.91
C 0.279 -6.203 0.615 -0.24 0.62 0.23
C 2.644 -1.119 0.286 0.19 0.79 0.96
O 3.759 -1.409 0.621 -1.25 -0.11 -0.45
H -0.961 4.676 -0.197 0.03 -0.13 0.01
H -0.172 5.518 -1.551 0.13 -0.09 0.06
H -1.907 5.609 -1.347 0.05 0.12 0.09
H -2.283 3.369 -2.100 -0.15 -0.06 0.12
H -1.131 4.060 -3.194 -0.02 -0.08 -0.09
H 0.092 2.206 -2.812 -0.03 -0.51 0.17
H 0.553 2.978 -1.296 0.11 0.01 0.00
H -2.998 2.412 2.455 0.14 0.01 0.12
H -2.420 0.944 1.727 0.13 -0.09 -0.21
H -4.553 2.336 0.804 -0.03 0.34 0.04
H -3.527 1.480 -0.290 0.04 0.13 -0.27
H -3.285 3.202 -0.148 -0.05 0.25 0.23
H 0.947 1.387 4.360 -0.25 -0.11 0.11
H 0.686 4.122 3.173 0.43 0.09 -0.39
H 2.262 3.238 3.431 -0.06 0.10 -0.35
H 1.226 2.984 5.900 0.04 -0.03 0.06
H 0.332 4.420 5.459 0.06 0.19 0.08
H 2.132 4.414 5.463 -0.14 0.29 0.05
H 2.858 -0.962 2.913 0.21 0.01 -0.07
H 2.059 -0.049 4.143 0.02 0.27 0.04
H 3.890 1.799 3.859 -0.37 -0.11 -0.06
H 1.260 -2.766 0.960 0.25 0.40 0.04
H -0.091 -2.222 0.000 0.12 0.42 -0.05
H 1.756 -4.529 -0.737 0.06 0.04 -0.20
H 0.298 -3.902 -1.621 0.45 -0.36 -0.34
H -0.211 -4.232 1.221 0.15 -0.09 0.10
H -2.188 -3.951 0.268 -0.12 0.24 -0.35
H -2.126 -5.665 0.071 -0.22 -0.06 -0.36
H -1.684 -4.616 -1.329 -0.20 -0.10 -0.06
H -0.297 -6.547 1.474 -0.19 -0.33 -0.20
H 0.147 -6.858 -0.244 0.15 -0.21 0.09
H 1.312 -6.185 0.961 0.16 -0.12 -0.28
C -3.342 0.034 -4.089 -0.05 -0.20 0.09
N -3.409 1.430 -3.578 0.02 -0.19 -0.08
O -4.217 1.676 -2.709 -0.12 0.09 0.06
O -2.646 2.231 -4.071 -0.11 -0.14 -0.33
H -4.076 -0.562 -3.559 -0.01 0.06 0.03
H -3.558 0.066 -5.152 0.11 0.04 -0.02
H -2.336 -0.331 -3.904 0.04 0.07 -0.08
C 2.036 -2.800 -4.551 0.18 0.25 -0.05
N 2.098 -4.163 -3.979 0.12 0.10 -0.09
O 3.185 -4.642 -3.745 -0.01 -0.09 0.04
O 1.031 -4.704 -3.775 -0.15 -0.26 -0.01
H 3.044 -2.425 -4.682 0.03 -0.07 0.05
H 1.516 -2.863 -5.503 -0.10 -0.03 0.07
H 1.489 -2.190 -3.838 -0.03 0.08 -0.08
```
Positions in Å, forces in eV/Å.

Its largest force on an atom is 0.0353 Eh/bohr. As for the LUMO energy: -0.2 eV. Its multiplicity is 1. Its highest occupied orbital energy is -9.523 eV. Its net charge is 0. As for the HOMO-LUMO gap: 9.36 eV.



(3)
ORCA calculation (wB97M-V/def2-TZVPD) on the ion C5H14N3 with charge +1.

XYZ file:
```
22
Properties=species:S:1:pos:R:3:forces:R:3
H -1.970 -3.455 -1.010 0.44 0.21 0.49
N -2.208 -3.345 -0.018 -0.62 0.13 0.09
C -1.821 -2.304 0.583 0.00 -0.24 -0.35
N -0.951 -1.318 0.072 2.12 0.67 -2.75
C -0.303 -0.407 1.024 0.13 0.34 0.26
C 0.973 0.375 0.478 1.60 -2.11 1.23
C 0.712 1.548 -0.383 -0.32 2.86 1.55
C 1.018 1.472 -1.810 -1.25 -0.82 -3.90
N 1.712 2.905 0.260 -3.86 1.20 -1.66
H -2.267 -2.120 1.618 1.03 0.04 -1.25
H -0.296 -1.513 -0.855 -2.68 0.09 3.39
H -1.054 0.310 1.497 0.94 -0.69 -0.74
H 0.067 -1.054 1.818 0.24 0.36 0.44
H 1.622 0.646 1.418 -1.39 -0.46 -1.63
H 1.651 -0.315 -0.131 -0.89 0.48 1.00
H -0.222 1.997 -0.062 -0.37 0.00 -0.60
H 0.914 2.350 -2.542 -0.91 -0.86 1.59
H 0.566 0.515 -2.382 0.55 2.19 1.65
H 2.040 1.324 -1.965 2.06 -0.77 0.24
H 2.272 2.485 0.949 0.71 -0.06 1.65
H 1.033 3.747 0.547 2.13 -2.59 -0.18
H 2.309 3.285 -0.455 0.35 0.06 -0.49
```
Positions in Å, forces in eV/Å.

Its largest force on an atom is 0.0850 Eh/bohr. As for the LUMO energy: -3.8 eV. Its multiplicity is 1. Its highest occupied orbital energy is -11.868 eV. Its energy above the lowest of the compared OMol25 structures with the same formula, charge and spin is 382.5 kJ/mol. Its net charge is +1. As for the HOMO-LUMO gap: 8.10 eV.



(4)
ORCA calculation (wB97M-V/def2-TZVPD) on the ion C6H9N4O3 with charge +1.

XYZ file:
```
22
Properties=species:S:1:pos:R:3:forces:R:3
N -2.816 -1.693 0.110 -1.98 -2.69 -0.91
N -1.778 -0.836 0.042 0.33 1.53 0.88
C -0.455 -1.349 0.096 -0.36 -0.18 -1.49
C 0.581 -0.478 0.074 -0.99 -2.74 0.38
N 1.953 -0.691 0.065 -0.16 -2.65 0.68
O 2.442 -1.973 -0.174 -2.00 2.00 -3.40
C 2.672 0.433 0.057 1.46 1.99 0.56
O 3.847 0.583 0.159 0.58 -0.24 -0.20
C 1.666 1.575 -0.115 -0.38 0.36 2.56
N 0.381 0.935 0.314 0.35 -1.14 1.07
C -0.792 1.374 -0.325 -2.67 3.31 -0.38
C -2.036 0.536 0.009 0.39 -0.49 0.12
O -3.120 1.012 0.166 0.00 0.18 -0.16
H -3.197 -1.966 -0.807 0.45 0.49 0.57
H -3.601 -1.696 0.787 1.52 0.99 -0.10
H -0.484 -2.464 -0.129 0.75 1.67 0.67
H 2.872 -2.430 0.504 1.07 -0.17 2.83
H 1.736 2.559 0.380 0.71 -0.80 0.26
H 1.642 1.790 -1.125 -0.53 0.24 -2.32
H 0.067 1.021 1.286 1.48 0.30 0.66
H -0.599 1.262 -1.360 -0.22 0.31 -1.38
H -0.981 2.497 -0.015 0.21 -2.26 -0.88
```
Positions in Å, forces in eV/Å.

Its largest force on an atom is 0.0860 Eh/bohr. As for the LUMO energy: -3.7 eV. Its multiplicity is 1. Its highest occupied orbital energy is -12.810 eV. Its energy above the lowest of the compared OMol25 structures with the same formula, charge and spin is 413.0 kJ/mol. Its net charge is +1. As for the HOMO-LUMO gap: 9.08 eV.



(5)
ORCA calculation (wB97M-V/def2-TZVPD) on a structure of composition C7H18ClIN2O2PPt.

XYZ file:
```
33
Properties=species:S:1:pos:R:3:forces:R:3
C -0.163 -3.803 -2.405 0.05 -0.47 -0.27
I 0.658 -2.420 -0.916 -0.02 -0.94 -0.40
H -1.254 -3.798 -2.299 0.28 0.13 0.08
H 0.292 -4.764 -2.097 -0.25 0.58 -0.05
H 0.179 -3.476 -3.394 -0.09 0.11 0.36
Pt 0.164 0.083 -0.072 -2.37 -0.34 -1.91
P -0.240 1.638 -1.689 0.07 1.18 -2.61
C 1.301 2.037 -2.585 -0.13 -0.16 0.17
C -1.432 1.037 -2.911 -0.03 0.01 0.14
H -1.754 2.987 -0.441 0.05 0.24 -0.14
H -1.058 3.902 -1.820 0.07 -0.14 0.05
H -0.089 3.619 -0.350 -0.07 0.07 -0.08
C -0.846 3.191 -1.014 -0.11 -0.05 0.37
H -2.397 0.898 -2.407 0.15 0.07 -0.29
H -1.518 1.773 -3.723 -0.06 -0.24 0.17
H 1.078 2.729 -3.415 0.14 -0.25 0.30
H 1.738 1.104 -2.977 -0.08 0.42 0.00
H -1.092 0.072 -3.309 -0.09 0.30 -0.02
H 2.010 2.511 -1.886 -0.18 -0.11 -0.34
C 2.041 0.235 0.004 6.71 -0.03 1.11
O 3.180 0.036 -0.124 -3.71 0.69 -0.17
Cl -2.113 0.442 0.380 -0.06 -0.22 0.82
C -0.041 -2.468 4.230 -0.46 0.40 -0.99
N 0.206 -1.037 4.074 -0.68 -2.28 1.56
C 0.260 -0.397 2.897 0.98 1.39 -5.19
N 0.327 0.960 2.901 -0.69 -1.24 0.88
O 0.343 -1.046 1.798 -0.63 -0.23 4.18
H -0.306 -2.926 3.261 0.34 0.43 0.43
H -0.870 -2.610 4.942 0.31 0.15 0.22
H 0.862 -2.954 4.633 0.09 0.08 0.26
H 0.190 -0.465 4.902 0.18 0.25 0.84
H 0.089 1.447 2.027 0.28 -0.12 0.71
H 0.256 1.463 3.781 0.02 0.31 -0.20
```
Positions in Å, forces in eV/Å.

Its largest force on an atom is 0.1323 Eh/bohr. The expectation value of S² is 6.026. As for the LUMO energy (spin up / spin down): -10.6 / -15.3 eV. Its multiplicity is 5. Its highest occupied orbital energy (spin up / spin down) is -16.588 / -20.182 eV. Its net charge is +3. As for the HOMO-LUMO gap (spin up / spin down): 6.01 / 4.90 eV.



(6)
ORCA calculation (wB97M-V/def2-TZVPD) on a structure of composition C7Al3O21.

XYZ file:
```
31
Properties=species:S:1:pos:R:3:forces:R:3
Al -0.297 -1.427 4.003 -15.85 -1.00 7.51
Al -2.568 2.538 2.499 2.91 0.12 -3.23
Al -0.891 1.658 -1.912 0.64 -3.73 4.89
C -1.070 0.798 4.945 3.24 -3.46 2.36
O 0.163 0.452 5.000 -6.38 1.71 -0.31
O -1.971 -0.802 3.088 1.71 -1.91 1.86
O -2.248 -0.342 6.030 2.51 2.32 -1.58
C -3.265 4.349 -1.070 6.38 5.06 -0.56
O -3.650 3.365 -0.662 -2.36 -1.62 0.02
O -2.558 5.335 -1.304 -4.12 -3.33 0.36
O -1.034 2.802 -2.962 -0.88 2.17 -2.35
C -1.189 -0.403 -0.799 2.23 3.80 0.45
O -1.328 -1.549 -0.485 -0.90 -0.34 -0.31
O -2.053 0.725 -0.649 2.05 -2.78 -2.25
O 0.100 0.100 -1.287 -4.06 0.55 -0.58
C 3.730 1.979 -4.222 -0.02 8.06 5.10
O 3.960 2.476 -5.341 -0.52 -2.03 -2.83
O 2.523 2.343 -3.606 2.98 -3.17 -1.85
O 4.795 2.110 -3.381 -1.80 -2.74 -0.81
C 1.286 1.823 1.924 0.19 4.77 -0.11
O 0.441 1.165 1.560 -0.40 -2.36 -0.09
O -1.287 3.088 0.632 -2.20 -0.27 3.46
O 1.893 2.834 2.173 0.26 -2.53 0.29
C 1.919 -4.763 -3.016 6.82 1.74 2.91
O 2.836 -4.181 -2.490 -3.07 0.20 -0.95
O 1.604 -5.611 -3.710 -2.66 -1.93 -3.26
O 0.758 -5.360 -1.541 2.71 3.60 -2.80
C 0.307 -5.095 -0.470 3.44 0.54 -6.68
O 0.735 -1.497 3.060 14.31 -0.71 -10.03
O -0.289 -5.792 0.115 -7.25 -4.03 10.81
O -1.353 -3.119 3.878 0.10 3.28 0.58
```
Positions in Å, forces in eV/Å.

Its largest force on an atom is 0.3416 Eh/bohr. As for the LUMO energy: 8.1 eV. Its multiplicity is 1. Its highest occupied orbital energy is 6.515 eV. Its net charge is -5. As for the HOMO-LUMO gap: 1.62 eV.